Formula: C27H87N3O18
Source: the Open Molecules 2025 dataset
Level of theory: wB97M-V/def2-TZVPD

Structure (XYZ):
```
135
Properties=species:S:1:pos:R:3:lowdin_charge:R:1
C -2.67127 -4.14924 -1.80104 -0.013
C -3.32982 -3.50372 -0.52315 -0.406
C -4.53942 -2.56433 -0.94330 -0.153
C -5.79939 -3.33622 -1.29535 -0.160
C -6.15985 -4.41587 -0.16976 -0.120
C -5.03999 -5.28446 0.31929 -0.550
N -3.76093 -4.50853 0.50238 -0.130
O -2.77717 -5.30518 1.05041 -0.008
C -5.39427 -5.89633 1.71165 -0.017
C -4.88257 -6.30866 -0.68282 -0.061
C -2.32605 -2.45697 0.14625 -0.049
H -1.71482 -4.58503 -1.51229 0.081
H -2.45574 -3.31601 -2.46992 0.056
H -3.26364 -4.82793 -2.41471 0.062
H -4.82486 -2.01695 -0.04496 0.103
H -4.19997 -1.93720 -1.76767 0.109
H -5.68529 -3.88055 -2.23279 0.097
H -6.51219 -2.54871 -1.53994 0.105
H -6.97538 -5.07069 -0.47673 0.117
H -6.54799 -3.72326 0.57706 0.113
H -4.66136 -6.66294 1.96317 0.078
H -5.34943 -5.13902 2.49432 0.082
H -6.41900 -6.26595 1.74900 0.083
H -5.78581 -6.91760 -0.64495 0.098
H -4.57434 -5.99855 -1.68128 0.075
H -4.10481 -6.99399 -0.34588 0.095
H -2.01888 -1.64998 -0.51897 0.043
H -1.36756 -2.93160 0.35633 0.067
H -2.69611 -1.98032 1.05398 0.085
H -2.62773 -4.80016 1.85306 0.108
C 4.83520 0.10781 -0.84697 -0.022
C 3.64201 -0.53922 -0.15684 -0.492
C 3.98714 -0.86895 1.28140 -0.101
C 2.71336 -1.24603 2.14105 -0.162
C 1.89881 -0.04173 2.16849 -0.189
C 1.36466 0.41113 0.75341 -0.409
N 2.53807 0.47053 -0.20966 -0.074
O 2.11214 1.02915 -1.46211 0.003
C 0.24986 -0.59161 0.45250 -0.043
C 0.78991 1.83782 0.89083 -0.024
C 3.24973 -1.82910 -0.91783 -0.004
H 5.06021 1.11347 -0.49185 0.077
H 4.71943 0.11477 -1.93078 0.063
H 5.69073 -0.51476 -0.58509 0.073
H 4.70191 -1.69092 1.32105 0.119
H 4.55400 -0.04047 1.70612 0.108
H 2.97940 -1.55960 3.15050 0.108
H 2.08637 -2.10007 1.88492 0.114
H 2.47427 0.75359 2.64221 0.109
H 1.20196 -0.14546 3.00020 0.110
H 0.47668 -1.62814 0.20297 0.070
H -0.52012 -0.57682 1.22387 0.096
H -0.16884 -0.35868 -0.52655 0.060
H 0.29584 2.23532 0.00427 0.068
H 0.14606 1.96516 1.76107 0.053
H 1.60490 2.55525 0.98670 0.086
H 4.02611 -2.56005 -1.14379 0.102
H 2.77541 -1.43571 -1.81692 0.053
H 2.48125 -2.41509 -0.41369 0.074
H 1.49288 0.37286 -1.78984 0.076
C -2.64830 3.95290 -3.64620 -0.047
C -3.10224 4.07352 -2.16096 -0.478
C -4.54306 4.69768 -2.18342 -0.142
C -5.30172 4.47672 -0.89728 -0.204
C -5.35313 2.97717 -0.55134 -0.129
C -3.93889 2.31665 -0.41757 -0.450
N -3.08112 2.65431 -1.64934 -0.093
O -1.84078 1.99687 -1.90567 -0.012
C -3.29538 2.83368 0.92523 -0.021
C -4.13192 0.81131 -0.39089 -0.049
C -2.14599 5.10268 -1.53462 -0.030
H -2.90131 4.90805 -4.10640 0.084
H -3.15357 3.09789 -4.09539 0.085
H -1.60060 3.65992 -3.71387 0.076
H -4.68480 5.75057 -2.42719 0.122
H -5.13514 4.16997 -2.93112 0.115
H -6.31134 4.88753 -0.89588 0.112
H -4.81130 4.99662 -0.07429 0.097
H -5.88618 2.52554 -1.38799 0.118
H -5.86660 2.86448 0.40351 0.118
H -2.31519 2.37019 1.03700 0.061
H -3.14337 3.90259 1.07497 0.058
H -3.93678 2.59154 1.77262 0.084
H -3.20803 0.32352 -0.08010 0.069
H -4.99585 0.42983 0.15335 0.088
H -4.39289 0.59978 -1.42783 0.087
H -2.18699 5.91246 -2.26310 0.083
H -1.13560 4.69943 -1.60250 0.080
H -2.41802 5.38542 -0.51769 0.068
H -1.27361 2.35769 -1.22031 0.056
O 7.69509 -1.57175 1.43013 -0.037
H 6.98228 -1.00688 1.72855 0.015
H 8.06243 -1.11507 0.67334 -0.029
O 1.96821 -3.23996 -3.91438 -0.044
H 1.24320 -3.74334 -3.54396 0.030
H 1.98677 -2.43242 -3.40079 -0.010
O 2.16957 0.36448 5.37942 -0.031
H 1.59491 0.75831 4.72299 0.005
H 2.84882 1.02207 5.52923 0.046
O 8.44230 -0.06143 -0.81046 -0.041
H 8.57718 0.76467 -1.27478 0.068
H 8.96036 0.02565 -0.01030 0.054
O 1.45243 3.46369 4.52335 -0.054
H 1.11007 3.73513 3.67168 -0.015
H 2.33794 3.82596 4.55257 0.053
O 3.92807 3.34509 -1.04663 -0.059
H 4.02541 2.72643 -1.77052 -0.026
H 3.49601 2.84131 -0.35687 -0.003
O -0.91339 -1.27265 -3.04134 -0.047
H -0.54998 -0.82145 -3.80330 0.043
H -1.82146 -0.97337 -2.99574 0.027
O 5.91568 -0.07296 4.56612 -0.039
H 5.01202 0.24010 4.60638 0.006
H 5.98628 -0.69599 5.28935 0.039
O 5.09079 3.52886 2.02736 -0.052
H 5.44765 2.68559 1.74849 0.014
H 5.10053 4.06713 1.23591 0.021
O 3.09401 -2.29367 6.29087 -0.060
H 3.06714 -1.35083 6.12788 -0.022
H 2.21770 -2.50683 6.61164 0.031
O 7.50675 -1.38361 -3.23766 -0.049
H 8.03260 -0.75843 -3.73653 0.027
H 7.75420 -1.23141 -2.32562 -0.012
O -0.94592 2.18919 3.96358 -0.047
H -0.18473 2.25093 4.54066 0.001
H -1.57180 2.81744 4.32387 0.048
O 4.09992 -0.06314 -4.72957 -0.039
H 5.00294 -0.33559 -4.89254 0.032
H 3.95058 -0.26718 -3.80637 0.001
O 0.31411 4.63977 2.20180 -0.034
H -0.36919 5.29041 2.36307 0.059
H -0.16264 3.82399 2.04873 -0.006
O 4.93790 2.40153 -3.41289 -0.046
H 5.59207 2.98326 -3.02575 0.046
H 5.26120 2.23196 -4.29774 0.043
```

Output
Relative energy (zero: lowest compared OMol25 entry of this formula, charge and spin) = 465.6 kJ/mol
Spin multiplicity = 1
E = -2599.2835 a.u.
Highest occupied orbital energy = -8.05 eV
Frontier orbital gap = 7.91 eV

***

Formula: C27H88O17
Source: the Open Molecules 2025 dataset
Level of theory: wB97M-V/def2-TZVPD

Structure (XYZ):
```
132
Properties=species:S:1:pos:R:3:lowdin_charge:R:1
O 3.24919 3.03338 -1.56850 -0.065
H 2.68620 2.85631 -2.33303 0.018
H 3.10652 2.27489 -0.98669 -0.005
O 0.11524 -4.03818 0.66020 -0.118
H 0.87475 -3.82423 1.22798 0.000
H 0.38891 -3.71829 -0.21114 0.021
O 1.97357 0.91982 -3.80534 -0.068
H 1.04925 1.00595 -3.50137 0.002
H 2.17993 -0.01417 -3.67705 -0.022
O -0.55754 0.66433 -2.75921 -0.102
H -1.51547 0.49816 -2.79466 0.021
H -0.36989 0.74119 -1.81590 0.018
O -3.25671 -0.19864 1.21398 -0.058
H -3.90461 -0.90977 1.28572 0.077
H -2.63964 -0.34024 1.96868 0.023
O 2.96163 -1.69490 -2.99537 -0.057
H 3.57139 -1.47265 -3.71056 0.075
H 3.52100 -2.09686 -2.31007 0.051
O 2.54368 -3.15978 1.76498 -0.037
H 2.87720 -3.60450 2.55234 0.066
H 3.04442 -2.33241 1.70546 0.006
O 4.41364 -0.82177 1.61976 -0.053
H 5.04694 -0.47370 2.25582 0.063
H 3.94258 -0.04284 1.24970 0.035
C 0.18603 1.27811 0.29793 -0.022
C 1.32614 0.35376 0.66271 -0.405
C 1.57168 -0.77225 -0.33349 -0.023
O 2.57182 1.08706 0.68234 -0.083
H 0.31746 1.74151 -0.67443 0.090
H -0.11501 1.91394 1.12991 0.071
H -0.74162 0.69747 0.16488 0.087
H 1.22258 -0.08982 1.65879 0.113
H 1.67129 -0.33850 -1.33356 0.075
H 0.75273 -1.48227 -0.46456 0.071
H 2.48117 -1.30571 -0.06794 0.067
H 2.55995 1.66308 1.46704 0.074
C -0.37843 -1.58084 -3.73486 -0.048
C -0.26206 -3.03353 -3.31757 -0.454
C 0.14701 -4.01138 -4.39745 -0.042
O 0.62403 -3.12755 -2.17653 -0.089
H 0.48372 -1.20525 -4.28479 0.081
H -0.71209 -0.92627 -2.93138 0.036
H -1.21886 -1.51271 -4.44206 0.086
H -1.23525 -3.29287 -2.89152 0.079
H -0.60551 -4.05951 -5.18701 0.080
H 0.34277 -4.99495 -3.97453 0.080
H 1.06648 -3.70506 -4.90639 0.077
H 1.46746 -2.73793 -2.47243 0.047
C 1.05312 5.49349 0.13518 -0.038
C 0.05109 4.60689 0.86171 -0.485
C -0.43436 5.02938 2.22971 -0.043
O -1.03376 4.38100 -0.06004 -0.058
H 1.52658 4.96832 -0.69475 0.063
H 1.81547 5.87291 0.81295 0.079
H 0.47329 6.26957 -0.37363 0.083
H 0.58132 3.65216 0.98612 0.079
H -0.49129 4.19324 2.93380 0.048
H -1.39423 5.53355 2.34226 0.071
H 0.30106 5.70503 2.68228 0.082
H -1.70246 3.89301 0.44999 0.034
C -2.56967 -3.64425 -0.92605 -0.053
C -3.92439 -3.34994 -1.56046 -0.477
C -3.91277 -3.16830 -3.07944 -0.047
O -4.83653 -4.38437 -1.20923 -0.051
H -2.68244 -3.81182 0.14504 0.077
H -1.83466 -2.84793 -1.04719 0.071
H -2.19323 -4.55582 -1.39851 0.098
H -4.33419 -2.42161 -1.14795 0.118
H -4.93094 -2.96060 -3.40129 0.082
H -3.45638 -3.98253 -3.64573 0.084
H -3.26216 -2.31508 -3.30120 0.055
H -4.36865 -5.20798 -1.04606 0.083
C 6.40641 -2.90082 -2.65933 -0.049
C 6.37963 -2.10259 -1.37105 -0.457
C 5.93316 -0.62901 -1.58732 -0.051
O 5.38775 -2.67515 -0.50539 -0.072
H 5.50524 -2.83478 -3.26859 0.065
H 6.65350 -3.95508 -2.54371 0.082
H 7.20840 -2.46201 -3.26169 0.084
H 7.33777 -2.00830 -0.85087 0.133
H 6.47059 -0.16551 -2.42099 0.084
H 6.12908 -0.05930 -0.67871 0.072
H 4.87138 -0.49081 -1.80219 0.063
H 5.18984 -2.07048 0.22396 0.035
C -4.80626 1.64999 -1.85036 -0.044
C -4.15881 0.48950 -2.57580 -0.437
C -3.57345 0.87071 -3.93320 -0.041
O -3.03988 0.00979 -1.77315 -0.093
H -4.01021 2.31573 -1.50986 0.087
H -5.30935 1.25394 -0.96312 0.079
H -5.52953 2.23860 -2.41288 0.088
H -4.84715 -0.36098 -2.59398 0.127
H -2.87973 1.70997 -3.97779 0.091
H -4.41756 1.09229 -4.59023 0.088
H -3.02486 0.02529 -4.35766 0.067
H -3.30406 0.16530 -0.85236 0.047
C -0.60471 -2.27665 4.57359 -0.049
C -0.57752 -1.50506 3.26872 -0.464
C -0.86050 -2.43235 2.09471 -0.067
O -1.55442 -0.47178 3.34328 -0.064
H 0.06697 -3.13388 4.51025 0.085
H -1.61069 -2.63563 4.80355 0.090
H -0.29728 -1.66492 5.42728 0.078
H 0.44924 -1.14836 3.12652 0.107
H -0.10535 -3.21525 2.10847 0.046
H -0.82593 -1.91493 1.13545 0.075
H -1.85821 -2.86876 2.18023 0.097
H -1.75410 -0.18852 4.23780 0.098
C -4.32189 2.66688 3.03465 -0.051
C -4.32211 3.05413 1.57068 -0.465
C -4.41071 4.53308 1.24894 -0.040
O -3.06982 2.58009 1.01429 -0.098
H -3.97570 1.65513 3.24963 0.062
H -5.28443 2.72667 3.55146 0.082
H -3.62828 3.30559 3.59356 0.082
H -5.18021 2.55699 1.10501 0.124
H -4.34916 4.75190 0.18549 0.085
H -3.62959 5.09046 1.76573 0.067
H -5.38125 4.88260 1.61097 0.085
H -3.12799 1.60462 1.05238 0.033
C 2.90345 1.73441 5.60290 -0.061
C 2.41975 1.66872 4.15666 -0.466
C 1.21575 2.59875 3.96997 -0.037
O 3.48807 2.15010 3.32511 -0.056
H 3.70085 1.03065 5.85212 0.077
H 2.07430 1.60320 6.30206 0.082
H 3.33175 2.71534 5.82105 0.087
H 2.19337 0.62647 3.91328 0.124
H 1.42802 3.57633 4.39879 0.095
H 0.35766 2.10779 4.42661 0.089
H 0.99606 2.77084 2.91497 0.043
H 4.26723 1.60111 3.44371 0.084
```

Output
Relative energy (zero: lowest compared OMol25 entry of this formula, charge and spin) = 220.1 kJ/mol
Spin multiplicity = 1
E = -2360.5191 a.u.
Highest occupied orbital energy = -9.49 eV
Frontier orbital gap = 9.31 eV